The following is a DFT calculation (wB97M-V/def2-TZVPD) of a gas-phase ion, C14H22Cl2NO2 (charge +1).

The geometry in XYZ format:
```
41
Properties=species:S:1:pos:R:3:forces:R:3:lowdin_charge:R:1
C -2.3088 -2.4216 1.6393 -0.3 0.3 0.0 -0.056
C -3.3738 -1.3936 2.0027 0.2 -0.3 0.4 -0.226
O -3.4424 -0.3022 1.0904 -0.2 0.3 -0.2 -0.203
C -4.0474 -0.5985 -0.1623 -0.1 -0.2 -0.2 -0.187
C -4.1616 0.6823 -1.0125 0.1 -0.2 0.3 -0.118
C -3.1339 1.7591 -0.6482 -0.6 0.2 -0.2 -0.115
N -1.8225 1.1722 -0.3000 0.1 0.0 0.4 0.043
C -1.0625 0.5456 -1.4062 0.5 -0.2 -0.3 -0.056
C 0.2083 -0.0602 -0.8687 0.1 0.2 0.2 -0.134
C 0.4832 -1.4031 -1.0554 0.2 0.0 0.1 -0.055
C 1.6675 -1.9402 -0.5698 0.0 0.4 0.1 -0.662
Cl 2.0180 -3.6046 -0.8115 0.0 -0.1 0.0 0.727
C 2.5560 -1.1349 0.1237 -0.1 -0.1 -0.1 -0.107
C 2.2744 0.2077 0.3383 -0.2 0.1 -0.1 -0.545
Cl 3.4039 1.1083 1.2885 0.0 -0.1 0.1 0.780
C 1.1003 0.7730 -0.1695 0.1 -0.4 -0.1 -0.233
O 0.6765 2.0614 -0.0039 0.0 -0.3 0.1 -0.109
C 1.5963 3.1649 -0.0166 0.1 0.8 -0.1 -0.249
C 0.8528 4.3678 -0.5751 0.1 -0.4 0.1 -0.053
H -2.5592 -2.9509 0.7233 0.0 -0.1 -0.1 0.074
H -1.3347 -1.9488 1.5214 0.1 0.0 0.0 0.071
H -2.2404 -3.1524 2.4386 0.0 -0.1 0.1 0.087
H -3.1379 -0.9282 2.9622 -0.1 -0.1 -0.1 0.129
H -4.3573 -1.8698 2.0751 0.0 0.1 0.0 0.128
H -5.0430 -1.0256 0.0015 0.1 0.0 0.0 0.137
H -3.4490 -1.3519 -0.6916 -0.1 0.0 0.0 0.117
H -4.0744 0.4042 -2.0625 0.0 0.0 0.0 0.119
H -5.1481 1.1238 -0.8783 0.0 0.0 0.0 0.125
H -3.4838 2.3014 0.2313 0.2 0.0 -0.1 0.141
H -3.0191 2.4639 -1.4733 0.1 0.0 0.1 0.139
H -1.1754 1.8731 0.0992 -0.3 -0.1 0.0 0.159
H -2.0707 0.4654 0.4404 0.3 0.3 -0.2 0.149
H -1.6697 -0.2187 -1.8888 -0.1 0.1 0.1 0.132
H -0.8262 1.3242 -2.1377 -0.2 0.0 0.1 0.152
H -0.2066 -2.0328 -1.5934 -0.1 -0.1 -0.1 0.119
H 3.4693 -1.5508 0.5174 0.1 0.0 0.0 0.114
H 2.4562 2.9204 -0.6433 -0.1 -0.1 0.1 0.121
H 1.9347 3.3685 1.0026 0.0 -0.1 -0.2 0.102
H 1.5187 5.2247 -0.5849 0.0 0.1 0.0 0.087
H -0.0079 4.6076 0.0446 -0.1 0.1 0.1 0.079
H 0.5190 4.1777 -1.5923 0.0 0.0 -0.1 0.079
```
Forces are in eV/Å.

Properties
- frontier orbital gap (eV) = 9.505
- total charge = +1
- highest occupied orbital energy (eV) = -11.89
- relative energy (zero: lowest compared OMol25 entry of this formula, charge and spin) (kJ/mol) = 24.6

---

The following is a DFT calculation (wB97M-V/def2-TZVPD) of 2 unconnected molecules or ions with the total composition C14H22Cl4N3O5S at a distorted geometry.

The geometry in XYZ format:
```
49
Properties=species:S:1:pos:R:3:forces:R:3:lowdin_charge:R:1
C -1.4605 3.0210 0.6875 -0.3 0.2 -0.6 0.015
C -0.6105 2.5304 -0.4421 0.1 0.5 -0.4 -0.297
C 0.6641 3.2647 -0.6596 -0.3 -0.2 -0.4 -0.037
N -1.0219 1.5144 -1.1537 0.7 -0.1 2.0 0.156
C -0.6210 0.2795 -0.8255 -0.8 0.2 -1.1 -0.280
N 0.6441 0.0791 -0.4441 0.1 -0.4 0.4 0.211
N 0.9938 -1.1538 -0.0752 0.0 0.2 0.1 -0.016
C 2.4030 -1.2135 0.3758 0.4 0.5 0.0 -0.079
C 2.5699 -0.7075 1.8103 0.0 -0.4 -0.1 -0.149
C 2.3921 -1.7408 2.9315 -0.1 0.4 0.2 -0.164
C 1.0058 -1.7408 3.5711 -0.1 -0.1 0.0 -0.277
O 1.1649 -2.0584 4.9388 0.0 -0.1 0.0 -0.047
C 0.2068 -2.2066 -0.0788 -0.1 -0.4 0.1 -0.126
C 0.7035 -3.5706 0.3460 -0.1 -0.2 -0.2 -0.129
O 1.5999 -4.1254 -0.5870 0.2 0.2 0.0 -0.109
O 0.8686 -4.1041 -1.8268 0.0 0.0 0.0 0.015
C -1.1242 -2.0513 -0.5204 0.3 0.2 0.0 0.062
C -1.5343 -0.8202 -0.8960 0.0 0.0 -0.3 -0.139
S -3.2128 -0.6520 -1.5171 -0.5 -0.6 -0.7 0.646
C -4.1829 -0.1858 -0.1165 0.0 0.2 -0.1 -0.114
O -3.2728 0.3559 -2.5261 0.3 0.3 0.2 -0.272
O -3.5857 -1.9969 -1.8634 0.1 0.0 0.3 -0.294
H -2.4899 2.7155 0.5248 0.0 -0.2 0.2 0.081
H -1.4294 4.1088 0.7243 0.1 0.0 0.2 0.097
H -1.0724 2.6310 1.6311 0.0 0.0 0.0 0.110
H 1.0161 3.1228 -1.6732 0.2 0.0 0.0 0.025
H 0.5567 4.3205 -0.4272 0.2 0.0 0.1 0.091
H 1.3868 2.8014 0.0218 0.0 0.0 0.1 0.108
H 2.8099 -2.2027 0.1955 -0.2 -0.1 0.1 0.126
H 2.9355 -0.5326 -0.2831 -0.1 0.0 -0.1 0.134
H 1.8836 0.1302 1.9464 0.1 0.1 0.1 0.105
H 3.5757 -0.2957 1.8719 0.0 0.0 0.0 0.121
H 2.6789 -2.7391 2.6004 0.1 0.0 0.0 0.112
H 3.0755 -1.4731 3.7365 0.0 -0.1 0.0 0.123
H 0.3431 -2.4665 3.0779 -0.1 0.0 0.0 0.106
H 0.5445 -0.7525 3.4647 0.0 0.1 -0.1 0.115
H 0.3495 -1.8782 5.4176 0.0 -0.1 0.0 0.095
H -0.1613 -4.2284 0.4512 -0.1 0.0 0.0 0.144
H 1.2215 -3.5420 1.3005 0.2 0.0 -0.1 0.115
H 1.5876 -4.2064 -2.4685 0.0 -0.1 0.1 0.124
H -1.7833 -2.9062 -0.5652 0.0 0.0 0.0 0.141
H -3.7345 0.6375 0.4335 0.1 0.0 0.0 0.057
H -4.3375 -1.0657 0.4997 0.0 0.0 0.1 0.079
H -5.1232 0.1442 -0.5571 -0.1 0.0 0.0 0.087
C 0.3151 4.9967 -4.6185 0.0 0.0 0.0 -2.044
Cl 1.3299 4.5715 -5.9918 0.0 0.0 0.0 0.548
Cl -1.0919 5.8992 -5.1664 0.0 0.0 0.0 0.549
Cl -0.2199 3.5149 -3.8015 -0.2 0.0 -0.3 0.551
Cl 1.2436 5.9776 -3.4739 0.0 0.0 0.0 0.526
```
Forces are in eV/Å.

Properties
- frontier orbital gap (eV) = 7.808
- total charge = +1
- highest occupied orbital energy (eV) = -12.30

---

The following is a DFT calculation (wB97M-V/def2-TZVPD) of 3 unconnected molecules or ions with the total composition C14H22ClF6N3O8P.

The geometry in XYZ format:
```
55
Properties=species:S:1:pos:R:3:forces:R:3:lowdin_charge:R:1
C -2.4771 2.1108 -0.1725 0.0 -0.1 0.1 0.055
C -1.3335 1.4544 -0.0984 0.0 0.0 -0.1 -0.151
C -1.1977 0.0898 0.5326 -0.3 0.7 0.1 -0.266
N 0.2480 -0.3230 0.4825 0.1 0.1 0.5 0.129
C 0.4478 -1.6630 1.1090 0.0 0.0 0.3 -0.016
C -0.3958 -2.6695 0.3355 0.1 -0.5 -0.7 -0.613
O -0.2658 -3.9450 0.8139 -0.1 -0.1 0.1 0.081
O -0.0679 -2.6042 -1.0646 0.0 0.4 0.0 -0.046
N 1.3530 -2.6466 -1.2796 0.0 0.1 0.0 0.023
O 1.6001 -2.2796 -2.3484 0.0 -0.4 0.1 0.120
N -1.8043 -2.3469 0.3979 -0.1 0.6 0.6 -0.170
P -2.5622 -2.9051 1.8422 0.2 0.0 0.1 0.752
O -1.7489 -2.7609 3.0623 -0.1 0.1 0.0 -0.373
C -2.1583 -0.9875 -0.0061 0.4 -0.3 -0.1 -0.646
Cl -2.4156 -0.8788 -1.7675 0.1 0.0 -0.1 0.723
H -3.3944 1.7158 0.2485 0.0 0.0 -0.1 0.084
H -2.5428 3.0670 -0.6702 0.0 0.1 0.1 0.082
H -0.4311 1.9099 -0.4988 0.0 -0.1 -0.1 0.117
H -1.4164 0.2148 1.5995 0.1 -0.3 0.1 0.153
H 0.7613 0.3658 1.0435 0.0 0.1 -0.1 0.164
H 0.6156 -0.2644 -0.4707 -0.1 -0.2 -0.1 0.175
H 0.0788 -1.5975 2.1332 -0.1 -0.1 0.0 0.135
H 1.5025 -1.9255 1.1396 0.1 0.1 -0.3 0.148
H 0.6587 -4.2192 0.8551 0.0 0.0 0.0 0.139
H -3.0044 -4.1868 1.5183 0.1 -0.1 0.0 0.040
H -3.7016 -2.0911 1.8091 -0.1 -0.1 -0.1 0.038
H -3.1209 -0.7540 0.4364 -0.1 0.0 -0.1 0.082
C -0.6750 -0.3606 6.6614 0.1 0.0 -0.2 -0.050
C -0.7567 1.1469 6.6341 -0.2 -0.1 0.2 -0.165
O 0.2889 1.7155 5.7923 0.0 0.1 -0.1 0.058
C 0.0692 1.7290 4.5060 0.1 0.0 -0.1 -0.412
O -0.8866 1.3231 3.9028 -0.1 -0.2 -0.1 0.141
C 1.2541 2.3865 3.7544 0.0 0.0 0.3 -0.534
F 2.4279 1.9423 4.1910 0.0 0.0 -0.1 0.186
F 1.2139 3.7071 3.8757 0.0 0.0 -0.1 0.198
F 1.1649 2.0808 2.4380 0.0 0.0 -0.1 0.121
H 0.3136 -0.6838 6.9868 0.0 0.0 0.1 0.088
H -1.4148 -0.7504 7.3594 0.0 0.0 0.0 0.091
H -0.8746 -0.7885 5.6790 -0.1 0.0 0.0 0.070
H -0.5707 1.5772 7.6140 0.1 0.0 0.0 0.131
H -1.7230 1.5005 6.2783 0.0 0.0 -0.1 0.128
C 1.2837 -0.4670 -4.8174 0.1 0.1 -0.2 -0.067
C 1.0350 1.0011 -5.0875 -0.2 0.0 0.2 -0.197
O 2.1106 1.5892 -5.8443 0.0 0.0 -0.1 0.030
C 2.0679 1.3823 -7.1571 0.0 0.0 0.0 -0.393
O 1.2401 0.7687 -7.7593 0.0 0.0 0.0 0.178
C 3.2558 2.1035 -7.8384 -0.1 -0.1 0.0 -0.554
F 4.3936 1.8941 -7.1700 0.0 0.0 0.0 0.169
F 3.0188 3.4212 -7.8631 0.0 0.0 0.0 0.171
F 3.4049 1.6722 -9.0812 0.0 0.0 0.0 0.185
H 2.2474 -0.6084 -4.3279 0.0 0.0 0.1 0.076
H 0.4917 -0.8655 -4.1835 0.0 0.0 0.0 0.062
H 1.2910 -1.0324 -5.7483 0.0 0.0 0.0 0.087
H 1.0082 1.5788 -4.1645 0.1 0.0 0.0 0.119
H 0.0933 1.1568 -5.6127 0.1 0.0 -0.1 0.128
```
Forces are in eV/Å.

Properties
- frontier orbital gap (eV) = 9.090
- total charge = +1
- highest occupied orbital energy (eV) = -13.00

---

The following is a DFT calculation (wB97M-V/def2-TZVPD) of C14H22ClO7P in the gas phase at a distorted geometry.

The geometry in XYZ format:
```
45
Properties=species:S:1:pos:R:3:forces:R:3:lowdin_charge:R:1
C 2.1437 -3.4807 1.1995 -0.9 -0.6 0.0 0.039
C 3.0968 -2.6137 0.9435 1.3 1.3 0.1 -0.071
C 3.3136 -2.1166 -0.4594 -0.1 1.4 3.0 -0.544
O 3.0162 -2.8068 -1.3489 -0.9 -1.7 -3.1 0.162
O 3.8325 -0.8761 -0.6049 -0.4 0.5 0.6 -0.013
C 3.0202 -0.0308 -1.4581 0.8 0.4 -0.8 -0.157
C 2.8620 1.3583 -0.8113 -0.9 -1.2 0.5 -0.149
C 1.4839 1.3908 -0.0953 0.9 1.1 0.1 -0.220
C 1.4296 2.6534 0.7889 0.1 -0.8 0.7 -0.197
C 0.1954 2.7651 1.7196 -0.3 0.6 -0.8 -0.176
C -1.1505 2.3186 1.0963 0.2 0.1 0.8 -0.161
C -1.4271 0.8109 1.1963 -0.7 -0.7 -0.3 -0.249
O -2.2485 0.5293 2.3506 0.3 0.2 0.0 0.075
C -3.2179 -0.3665 2.0770 2.4 1.4 -3.4 -0.630
O -3.9879 -0.7703 2.8112 -3.1 -1.8 3.5 0.225
O -3.1973 -0.7297 0.7467 0.8 0.7 0.7 -0.006
C -2.2438 0.1484 0.0639 -1.3 -1.3 -0.2 -0.464
C -1.3887 -0.8486 -0.7643 0.2 1.2 -0.3 -0.172
O -1.9573 -1.0194 -2.0403 -0.1 -0.7 0.5 -0.207
C -1.7848 -2.3345 -2.5550 -0.1 0.1 -0.6 -0.077
P -3.3842 1.2885 -0.9370 0.8 1.1 -1.9 0.671
O -4.4098 0.3014 -1.7435 0.5 -0.2 1.5 -0.319
Cl -4.4950 2.2371 0.5624 0.1 -0.7 0.0 0.290
H 1.2458 -3.4701 0.5821 0.5 -0.9 -0.4 0.070
H 2.2385 -4.2107 1.9996 -0.6 0.7 0.5 0.072
H 3.7214 -2.2298 1.7520 0.6 -0.6 -0.4 0.112
H 3.5214 0.0509 -2.4314 -0.1 -0.1 0.2 0.127
H 2.0598 -0.5372 -1.6131 0.1 0.2 -0.1 0.112
H 2.9529 2.1742 -1.5351 0.0 -0.2 0.1 0.119
H 3.6370 1.4512 -0.0407 0.0 0.1 -0.3 0.119
H 1.3990 0.4923 0.5335 0.0 0.1 -0.2 0.110
H 0.6730 1.3884 -0.8361 0.1 0.0 0.1 0.110
H 1.5948 3.5526 0.1806 -0.4 -0.2 0.0 0.117
H 2.3099 2.5921 1.4501 -0.1 0.1 -0.2 0.112
H 0.3384 2.2578 2.6818 0.1 -0.1 -0.3 0.119
H 0.0806 3.8354 1.9472 0.0 -0.3 0.2 0.110
H -1.9421 2.7906 1.6931 0.1 -0.2 -0.2 0.099
H -1.2770 2.7165 0.0808 0.2 -0.3 0.1 0.101
H -0.5449 0.1610 1.2946 0.1 0.6 0.2 0.146
H -1.3668 -1.7896 -0.1949 0.0 0.2 -0.1 0.139
H -0.3595 -0.4597 -0.8528 -0.2 -0.2 0.0 0.106
H -2.5546 -2.4783 -3.3226 0.3 0.1 0.1 0.094
H -0.7897 -2.4185 -3.0162 -0.2 -0.2 0.2 0.095
H -1.9478 -3.1203 -1.8024 0.2 0.3 0.0 0.094
H -4.4912 -0.5570 -1.2876 -0.2 0.2 -0.2 0.066
```
Forces are in eV/Å.

Properties
- frontier orbital gap (eV) = 9.326
- highest occupied orbital energy (eV) = -9.10

---

The following is a DFT calculation (wB97M-V/def2-TZVPD) of a molecular structure, C14H22CoIN4O3 at a distorted geometry.

The geometry in XYZ format:
```
45
Properties=species:S:1:pos:R:3:forces:R:3:lowdin_charge:R:1
C 2.0548 0.4636 -3.4025 0.6 -0.1 -2.3 -0.135
I -1.9673 0.0655 -2.6957 -1.8 0.1 -3.1 0.492
H 1.1050 0.2017 -3.8905 0.3 0.0 -0.1 0.030
H 2.6597 -0.4554 -3.4418 0.1 0.3 0.2 0.074
H 2.4826 1.2764 -4.0033 0.6 0.0 0.0 0.061
C -0.9028 3.6785 0.5101 -1.3 0.9 -0.2 -0.120
C -2.1317 3.3499 0.0347 0.7 1.5 0.6 -0.120
N -2.2100 1.9971 -0.0047 -2.2 -0.2 -1.1 -0.163
C -0.9556 1.4196 0.2371 1.3 -3.2 0.5 -0.302
N -0.2206 2.5266 0.7322 1.8 0.3 0.7 -0.122
H -0.5127 4.6564 0.7517 0.1 -0.1 -0.1 0.086
H -2.9509 4.0060 -0.2219 0.1 -0.2 -0.1 0.087
C 1.7075 -3.1626 0.6200 -0.1 -0.4 -0.1 -0.246
C 0.6731 -1.5126 -0.5501 0.2 -1.2 0.3 -0.125
N 1.6251 -1.8052 0.3921 -0.2 -0.2 -0.2 -0.104
H 0.5748 -4.7865 -0.3515 0.0 -0.1 0.0 0.069
N 0.2265 -2.7497 -0.9250 0.3 0.2 0.3 -0.137
H 2.3761 -3.6027 1.3363 0.1 0.1 0.1 0.015
Co -0.0777 0.1542 -1.2887 2.2 1.2 1.3 0.039
C 1.6796 0.8343 -2.0621 -3.9 -1.0 2.0 -0.515
O 2.1755 1.5067 -1.1870 2.5 1.2 0.0 -0.067
C 0.8270 -3.7540 -0.2072 0.3 -0.1 0.2 -0.195
C -0.7524 -3.0536 -1.9351 -0.5 0.3 -0.5 -0.117
H -1.6568 -3.4661 -1.4686 0.2 0.0 -0.1 0.086
H -0.3345 -3.7763 -2.6488 -0.1 0.1 0.2 0.075
H -1.0444 -2.1335 -2.4797 0.4 -0.9 0.4 -0.106
C 2.5031 -0.9102 1.1215 0.2 0.3 0.4 -0.109
H 3.4194 -1.4697 1.3562 -0.2 0.2 -0.1 0.041
H 2.0398 -0.5956 2.0680 0.1 -0.1 -0.3 0.066
H 2.7683 -0.0270 0.5353 -0.2 -0.2 -0.1 0.064
C 1.0134 2.4918 1.4624 0.0 0.2 -0.3 -0.080
H 1.5844 3.3900 1.1977 0.1 -0.1 0.0 0.081
H 1.5949 1.6168 1.1713 -0.1 0.3 0.2 0.048
H 0.8352 2.4977 2.5480 0.2 -0.1 0.0 0.075
C -3.4424 1.3065 -0.2419 0.0 -0.2 0.1 -0.207
H -3.2399 0.3141 -0.6658 -0.5 0.6 0.7 -0.069
H -4.0050 1.8757 -0.9871 -0.2 0.0 0.0 0.062
H -4.0293 1.1999 0.6789 -0.2 0.0 0.1 0.074
C -0.5077 -0.6962 3.1979 0.1 0.1 -0.3 -0.167
O -0.2291 0.2743 2.1678 0.5 -0.9 0.8 -0.117
C -1.0608 0.2133 1.1128 -1.4 2.2 0.4 -0.516
O -1.9720 -0.5907 1.0658 0.1 -0.9 -0.3 0.024
H -1.5518 -0.5965 3.5166 0.2 -0.1 0.0 0.077
H 0.1708 -0.4581 4.0221 -0.1 -0.1 -0.2 0.052
H -0.3407 -1.7144 2.8226 0.0 0.2 0.2 0.062
```
Forces are in eV/Å.

Properties
- frontier orbital gap (spin up / spin down) (eV) = 1.556 / 3.998
- total charge = -2
- multiplicity = 5
- highest occupied orbital energy (spin up / spin down) (eV) = 3.06 / 0.60

---

The following is a DFT calculation (wB97M-V/def2-TZVPD) of a molecular structure, C14H22F6N2O4PdS2Si2.

The geometry in XYZ format:
```
53
Properties=species:S:1:pos:R:3:forces:R:3:lowdin_charge:R:1
Pd -0.2029 -0.5164 -0.8571 -0.1 0.0 0.8 0.267
F 3.4660 -0.6813 -4.2718 0.0 0.0 0.0 0.100
C 2.1992 -0.7351 -3.8205 0.0 -0.1 -0.1 -0.661
F 2.1327 0.0195 -2.7352 -0.1 -0.1 0.1 0.117
F 1.4131 -0.1941 -4.7619 0.2 0.0 0.0 0.108
S 1.7302 -2.5359 -3.5426 0.1 0.1 0.0 0.566
O 1.9661 -2.8234 -2.1596 -0.1 0.1 0.0 -0.299
O 2.5494 -3.1980 -4.5231 -0.1 0.0 0.1 -0.313
N 0.2424 -2.5921 -4.0254 0.0 0.1 0.0 -0.311
S -1.1739 -2.5147 -3.3766 -0.4 -0.4 0.2 0.576
O -1.3114 -2.4311 -1.9357 0.7 0.3 -0.6 -0.340
O -2.0236 -3.4726 -4.0323 -0.1 0.0 0.0 -0.306
C -1.8442 -0.9196 -4.0426 0.0 0.0 -0.1 -0.681
F -3.0855 -0.7482 -3.5717 0.1 0.0 0.0 0.120
F -1.1247 0.1531 -3.7366 0.0 -0.1 0.1 0.116
F -1.9192 -0.9917 -5.3825 0.0 0.0 0.0 0.108
C -3.2088 -0.0333 0.4674 0.0 -0.1 0.0 -0.208
Si -1.6871 -0.2544 1.5785 -0.2 0.1 -0.2 0.411
C -2.3177 0.4668 3.2379 0.1 0.0 0.0 -0.204
C -1.6190 -2.1196 1.9197 0.0 0.0 0.0 -0.204
C -0.0667 0.5481 1.1376 0.0 -0.1 -0.4 -0.422
C -0.1470 1.9510 0.8250 0.0 0.1 0.1 -0.377
C 0.9843 2.8283 0.7959 0.0 0.0 0.0 -0.075
C 0.8491 4.1516 0.4644 0.0 0.0 0.0 -0.127
C -0.4152 4.6771 0.1830 0.0 0.0 0.0 -0.140
C -1.4771 3.7940 0.3085 0.0 0.1 0.0 -0.200
N -1.3761 2.5146 0.6225 0.0 -0.1 0.1 0.069
Si 1.5409 -0.1353 1.7082 0.0 -0.1 -0.1 0.418
C 2.0527 0.6441 3.3799 0.0 0.0 0.0 -0.197
C 1.5878 -1.9895 2.0596 0.0 0.0 0.0 -0.199
C 3.0450 0.0792 0.5685 0.0 0.0 0.0 -0.196
H -4.0284 -0.6499 0.8590 0.0 0.0 0.0 0.012
H -3.0056 -0.3396 -0.5609 0.0 0.0 0.0 -0.002
H -3.5150 1.0121 0.4663 0.0 0.0 0.0 0.002
H -3.2978 0.0611 3.5115 0.0 0.0 0.0 0.008
H -2.4067 1.5532 3.1492 0.0 0.0 0.0 0.008
H -1.6181 0.2525 4.0528 0.0 0.0 0.0 0.005
H -2.6526 -2.4822 1.9169 0.0 0.0 0.0 0.016
H -1.1890 -2.3609 2.8946 0.0 0.0 0.0 0.007
H -1.0742 -2.6589 1.1452 0.0 0.0 0.0 0.007
H 1.9669 2.4430 1.0257 0.0 0.0 0.0 0.062
H 1.7303 4.7861 0.4304 0.0 0.0 0.0 0.087
H -0.5713 5.7124 -0.0913 0.0 0.0 0.0 0.065
H -2.4938 4.1556 0.1489 0.0 0.0 0.0 0.087
H 1.2831 0.4305 4.1281 0.0 0.0 0.0 0.011
H 2.1510 1.7310 3.3141 0.0 0.0 0.0 0.008
H 3.0026 0.2351 3.7413 0.0 0.0 0.0 0.009
H 1.0488 -2.2768 2.9635 0.0 0.0 0.0 0.011
H 2.6400 -2.2655 2.1933 0.0 0.0 0.0 0.022
H 1.1958 -2.5550 1.2137 0.0 0.0 0.0 0.017
H 3.0661 1.0037 -0.0079 0.0 0.0 0.0 0.009
H 3.0462 -0.7510 -0.1424 0.0 0.0 0.0 0.013
H 3.9625 0.0222 1.1668 0.0 0.0 0.0 0.016
```
Forces are in eV/Å.

Properties
- frontier orbital gap (eV) = 5.402
- total charge = -2
- highest occupied orbital energy (eV) = -0.30
- relative energy (zero: lowest compared OMol25 entry of this formula, charge and spin) (kJ/mol) = 0.0